1.
2 unconnected molecules or ions with the total composition C49H47N4O. Source: the Open Molecules 2025 dataset; level of theory: ωB97M-V/def2-TZVPD.

Output
- LUMO energy: -4.849 eV
- Energy: -59577.6601 eV
- Total charge: +1
- F_max: 4.85 eV/A
- Multiplicity: 1
- ΔE to the lowest compared entry with this formula, charge and spin: 0.0 kJ/mol

Geometry as XYZ:
```
101
Properties=species:S:1:pos:R:3:lowdin_charge:R:1
C 6.2633 -0.5296 4.0151 -0.046
C 5.2825 -0.2735 2.9096 -0.263
C 3.9477 -0.6475 3.0463 0.003
C 3.0118 -0.4159 2.0312 -0.187
C 1.6284 -0.9416 2.2620 -0.026
C 3.4369 0.2536 0.8780 -0.142
N 2.4784 0.5680 -0.1315 0.151
C 1.3762 1.3829 -0.0155 -0.069
C 0.7353 1.8735 1.2180 -0.429
C 1.4808 2.6907 2.1753 -0.211
C 0.7838 3.0314 3.4339 -0.057
C 2.8200 3.1359 1.9051 -0.202
C 3.2051 3.6293 0.6385 -0.051
C 4.4571 4.2053 0.4495 -0.104
C 5.3998 4.1857 1.4821 -0.109
C 5.0644 3.6409 2.7250 -0.090
C 3.7780 3.1757 2.9571 -0.035
O -0.4601 1.5786 1.4411 -0.036
N 0.7566 1.3670 -1.2019 0.061
C -0.5122 1.8915 -1.5929 -0.088
C -0.8834 3.2257 -1.3175 -0.168
C 0.0396 4.2510 -0.7495 -0.021
C -2.1705 3.6402 -1.6608 0.002
C -3.0549 2.8017 -2.3370 -0.266
C -4.4085 3.3214 -2.7189 -0.055
C -2.6418 1.5059 -2.6593 -0.013
C -1.3760 1.0323 -2.3020 -0.188
C -0.9880 -0.3567 -2.6796 -0.057
N 1.5070 0.6595 -2.1282 0.195
C 2.5265 0.1680 -1.4695 -0.183
C 3.5684 -0.6758 -2.0350 -0.164
C 3.9843 -0.3670 -3.3489 -0.025
C 5.1388 -0.9488 -3.8653 -0.071
C 5.8299 -1.9082 -3.1139 -0.073
C 5.3528 -2.3134 -1.8594 -0.066
C 4.1965 -1.7386 -1.3390 -0.023
C 4.7816 0.6221 0.7017 -0.181
C 5.3318 1.3325 -0.4983 -0.027
C 5.6885 0.3395 1.7296 0.001
H 7.2638 -0.1975 3.7178 0.078
H 5.9766 0.0087 4.9296 0.088
H 6.3095 -1.6001 4.2581 0.086
H 3.6122 -1.1539 3.9551 0.130
H 1.0242 -1.0265 1.3538 0.080
H 1.7105 -1.9483 2.7024 0.087
H 1.0813 -0.3330 2.9983 0.093
H 1.3907 3.7229 4.0275 0.077
H -0.1868 3.5063 3.2239 0.087
H 0.5904 2.1254 4.0278 0.083
H 2.4836 3.6021 -0.1790 0.080
H 4.6994 4.6463 -0.5202 0.111
H 6.3994 4.5877 1.3103 0.101
H 5.8122 3.5826 3.5206 0.107
H 3.4945 2.7794 3.9365 0.116
H -0.4597 5.2278 -0.7838 0.089
H 0.2818 4.0683 0.3050 0.081
H 0.9665 4.3409 -1.3278 0.089
H -2.4735 4.6634 -1.4205 0.128
H -4.9695 2.5764 -3.2912 0.072
H -4.9893 3.5841 -1.8243 0.085
H -4.3219 4.2331 -3.3265 0.089
H -3.3153 0.8468 -3.2179 0.109
H -1.7870 -0.7976 -3.2855 0.061
H -0.0646 -0.3561 -3.2680 0.071
H -0.8392 -1.0105 -1.8091 0.090
H 3.4131 0.3710 -3.9152 0.118
H 5.4932 -0.6521 -4.8552 0.110
H 6.7360 -2.3618 -3.5175 0.108
H 5.8850 -3.0774 -1.2871 0.112
H 3.7794 -2.0811 -0.3889 0.123
H 6.1081 2.0407 -0.1731 0.086
H 5.8121 0.6363 -1.2017 0.086
H 4.5727 1.9093 -1.0357 0.079
H 6.7343 0.6331 1.6074 0.129
C -7.1158 -5.5829 0.8870 0.004
N -6.5132 -4.3891 0.2927 -0.001
C -7.0177 -3.1739 0.7195 -0.107
C -8.0620 -3.1056 1.6555 -0.001
C -8.5548 -1.8738 2.0765 -0.015
C -8.0195 -0.6744 1.5642 -0.040
C -6.9919 -0.7133 0.6353 0.012
C -6.4578 -1.9550 0.1941 -0.117
C -5.4126 -2.0470 -0.7251 0.108
C -4.9290 -3.2781 -1.1730 -0.116
C -5.4979 -4.4942 -0.6407 -0.090
C -4.9993 -5.7314 -1.0930 0.005
C -3.9661 -5.7841 -2.0251 -0.021
C -3.4086 -4.6025 -2.5505 -0.040
C -3.8918 -3.3693 -2.1391 0.009
H -6.6573 -6.4905 0.5053 0.077
H -6.9873 -5.5693 1.9766 0.118
H -8.1892 -5.6206 0.6626 0.117
H -8.4953 -4.0202 2.0611 0.108
H -9.3611 -1.8442 2.8075 0.124
H -8.4172 0.2828 1.9025 0.121
H -6.5654 0.2024 0.2203 0.131
H -4.9758 -1.1325 -1.1268 0.144
H -5.4084 -6.6729 -0.7285 0.105
H -3.5905 -6.7528 -2.3515 0.124
H -2.6014 -4.6588 -3.2805 0.120
H -3.4926 -2.4384 -2.5485 0.113
```

2.
7 unconnected molecules or ions with the total composition C49H47N8O14. Source: the Open Molecules 2025 dataset; level of theory: ωB97M-V/def2-TZVPD.

Output
- LUMO energy: -3.533 eV
- Energy: -92139.2889 eV
- Total charge: +1
- F_max: 1.45 eV/A
- Multiplicity: 1

Geometry as XYZ:
```
118
Properties=species:S:1:pos:R:3:lowdin_charge:R:1
O 6.6636 0.2925 0.3060 0.145
C 5.6301 0.1372 -0.2473 -0.547
O 5.5876 -0.0109 -1.5907 0.118
C 4.3014 0.0835 0.4654 -0.095
C 3.5539 -1.2200 0.1791 -0.145
C 2.4382 -1.5726 1.1775 -0.112
C 1.0323 -1.5029 0.5872 -0.339
C 0.4557 -0.0868 0.4534 -0.135
C -0.6441 0.1727 -0.3777 -0.014
C -1.1333 1.4683 -0.4000 -0.034
C -0.5377 2.4859 0.3392 -0.123
N 0.5168 2.2492 1.1245 0.096
C 0.9605 0.9929 1.1741 -0.092
C 0.0910 -2.3658 1.3697 0.083
N -0.6235 -3.1528 0.6658 0.169
C -0.3200 -3.1062 -0.7607 -0.104
C 0.9340 -2.2206 -0.7852 -0.081
H 4.7010 0.2189 -1.8968 0.099
H 3.7200 0.9266 0.0816 0.127
H 4.4828 0.2689 1.5186 0.129
H 3.2174 -1.1853 -0.8546 0.102
H 4.2647 -2.0423 0.2138 0.105
H 2.5078 -0.9826 2.0857 0.117
H 2.5945 -2.6047 1.4969 0.104
H -1.1082 -0.6002 -0.9685 0.112
H -1.9951 1.7067 -1.0052 0.106
H -0.9261 3.4897 0.3110 0.091
H 1.7926 0.8145 1.8408 0.107
H -0.0295 -2.3842 2.4463 0.176
H -1.3331 -3.7598 1.0630 0.186
H -1.1397 -2.8563 -1.4247 0.133
H -0.0040 -4.0942 -1.0825 0.112
H 1.7716 -2.9126 -0.8730 0.129
H 1.0119 -1.6048 -1.6742 0.125
C -2.1460 1.4669 3.3662 -0.055
C -2.6672 1.8066 4.6073 -0.048
C -3.4262 0.8895 5.3204 0.008
C -3.6484 -0.3598 4.7748 -0.146
C -3.1467 -0.7139 3.5370 -0.011
C -2.3919 0.2083 2.8317 -0.065
N -4.4327 -1.3497 5.5324 -0.353
O -4.8794 -1.0105 6.6056 0.094
O -4.5759 -2.4488 5.0326 0.074
H -1.5506 2.1818 2.8169 0.090
H -2.4797 2.7865 5.0238 0.113
H -3.8328 1.1485 6.2867 0.124
H -3.3433 -1.6941 3.1272 0.111
H -1.9937 -0.0506 1.8619 0.077
C 0.3021 -10.1443 -0.5534 -0.055
C -0.7889 -9.9749 0.2891 -0.052
C -1.5256 -8.8036 0.2439 0.004
C -1.1537 -7.8183 -0.6537 -0.152
C -0.0664 -7.9662 -1.4977 -0.004
C 0.6646 -9.1403 -1.4425 -0.057
N -1.9437 -6.5848 -0.7166 -0.343
O -2.8775 -6.4622 0.0472 0.085
O -1.6180 -5.7316 -1.5296 0.036
H 0.8716 -11.0632 -0.5182 0.113
H -1.0679 -10.7575 0.9803 0.114
H -2.3748 -8.6668 0.8965 0.123
H 0.2088 -7.1848 -2.1899 0.116
H 1.5154 -9.2746 -2.0955 0.112
C 7.3855 -4.7046 2.6326 -0.052
C 6.5531 -4.1207 1.6854 -0.049
C 5.2229 -4.4970 1.6182 -0.014
C 4.7426 -5.4397 2.5050 -0.149
C 5.5548 -6.0366 3.4506 0.004
C 6.8883 -5.6628 3.5084 -0.052
N 3.3168 -5.7957 2.4397 -0.346
O 2.6308 -5.2413 1.5894 0.024
O 2.8911 -6.5983 3.2368 0.099
H 8.4248 -4.4105 2.6894 0.114
H 6.9407 -3.3750 1.0044 0.113
H 4.5625 -4.0554 0.8880 0.094
H 5.1620 -6.7756 4.1330 0.123
H 7.5398 -6.1158 4.2422 0.113
C -4.7417 7.8090 2.2112 -0.060
C -3.5119 7.5985 1.6024 -0.083
C -3.2427 6.3896 0.9876 -0.002
C -4.2201 5.4082 0.9866 -0.148
C -5.4492 5.5981 1.5909 0.000
C -5.7057 6.8110 2.2089 -0.053
N -3.9525 4.1328 0.3183 -0.324
O -2.8527 3.9675 -0.1911 0.019
O -4.8294 3.2965 0.3024 0.090
H -4.9499 8.7584 2.6850 0.113
H -2.7645 8.3757 1.6085 0.106
H -2.2883 6.2212 0.5122 0.119
H -6.1969 4.8193 1.5823 0.120
H -6.6618 6.9789 2.6847 0.111
C -1.2022 12.7331 -2.8687 -0.065
C -1.7233 12.9940 -1.6083 -0.060
C -2.4767 12.0322 -0.9557 -0.002
C -2.6922 10.8175 -1.5808 -0.146
C -2.1870 10.5411 -2.8380 -0.003
C -1.4370 11.5102 -3.4836 -0.062
N -3.4740 9.7857 -0.8840 -0.333
O -3.9242 10.0600 0.2127 0.061
O -3.6245 8.7161 -1.4392 0.084
H -0.6108 13.4853 -3.3734 0.110
H -1.5411 13.9472 -1.1322 0.110
H -2.8854 12.2297 0.0238 0.119
H -2.3716 9.5877 -3.3099 0.119
H -1.0332 11.3105 -4.4663 0.110
C -0.2064 -2.3194 -7.2748 -0.059
C -0.0017 -1.1574 -6.5417 -0.060
C 1.0155 -1.0989 -5.6034 -0.008
C 1.8159 -2.2125 -5.4179 -0.155
C 1.6243 -3.3801 -6.1344 -0.001
C 0.6028 -3.4292 -7.0687 -0.057
N 2.9097 -2.1506 -4.4382 -0.349
O 3.0430 -1.1183 -3.8018 0.049
O 3.6152 -3.1267 -4.3108 0.093
H -0.9979 -2.3593 -8.0110 0.112
H -0.6325 -0.2947 -6.7046 0.111
H 1.1809 -0.1975 -5.0323 0.117
H 2.2593 -4.2383 -5.9728 0.121
H 0.4406 -4.3325 -7.6396 0.112
```

3.
A molecular structure, C49H48N4O2P2S2Sr. Source: the Open Molecules 2025 dataset; level of theory: ωB97M-V/def2-TZVPD.

Output
- LUMO energy: -0.573 eV
- Energy: -102729.5812 eV
- F_max: 8.22 eV/A
- Multiplicity: 1
- ΔE to the lowest compared entry with this formula, charge and spin: 581.9 kJ/mol

Geometry as XYZ:
```
108
Properties=species:S:1:pos:R:3:lowdin_charge:R:1
Sr 0.9294 -0.4544 -0.0090 1.073
C 1.4107 -7.1012 -3.7437 -0.057
C 1.1250 -5.6823 -3.3367 -0.272
C -0.0222 -5.0317 -3.6785 0.002
C -0.2524 -3.6783 -3.3192 -0.121
C -1.3719 -3.0062 -3.8320 -0.004
N -1.6585 -1.7415 -3.6674 0.078
C -2.6975 -1.0570 -4.4422 -0.158
C -3.1553 0.2511 -3.8150 -0.159
C -3.7675 0.0848 -2.4273 -0.230
N -4.2438 1.3481 -1.8637 -0.062
C -3.3449 2.0334 -0.9366 -0.545
C -2.1551 2.5642 -1.7119 -0.170
C -2.4139 3.5811 -2.6247 0.018
C -1.5011 3.9829 -3.5860 -0.263
C -1.8017 5.1060 -4.5418 -0.052
C -0.3001 3.2867 -3.6503 -0.004
C 0.0267 2.2838 -2.7406 -0.110
C 1.3680 1.6831 -2.9294 -0.093
N 1.9780 0.8316 -2.2172 -0.004
C 3.3711 0.5298 -2.5569 -0.204
C 4.1815 0.3314 -1.2558 -0.159
C 4.3783 -1.1487 -0.8885 -0.213
N 3.0978 -1.8246 -1.0347 -0.012
C 3.0827 -2.9690 -1.5781 -0.099
C 1.9229 -3.6578 -2.1737 -0.098
C 2.0959 -4.9443 -2.6087 0.020
C 0.6849 -2.9659 -2.4915 -0.301
O 0.4417 -1.7990 -2.1025 -0.130
C -0.9031 1.9556 -1.7264 -0.306
O -0.5561 1.0523 -0.8124 -0.454
H 0.5224 -7.5735 -4.1615 0.074
H 1.7408 -7.7007 -2.8938 0.079
H 2.1990 -7.1468 -4.4985 0.081
H -0.7827 -5.5477 -4.2577 0.121
H -2.0555 -3.5640 -4.4690 0.144
H -0.9931 -1.2249 -3.0815 0.131
H -3.5295 -1.7562 -4.5581 0.124
H -2.2984 -0.8431 -5.4369 0.125
H -3.8938 0.6938 -4.4861 0.122
H -2.3067 0.9370 -3.7754 0.100
H -3.0486 -0.3916 -1.7487 0.083
H -4.6220 -0.5931 -2.5050 0.124
H -5.1392 1.2161 -1.4142 0.102
H -3.8935 2.8880 -0.5401 0.103
H -3.3899 4.0550 -2.5905 0.129
H -2.8292 5.4497 -4.4293 0.073
H -1.6593 4.7955 -5.5784 0.077
H -1.1443 5.9595 -4.3637 0.080
H 0.4180 3.5387 -4.4250 0.117
H 1.8704 2.0998 -3.8154 0.120
H 3.7921 1.3452 -3.1538 0.109
H 3.3860 -0.3916 -3.1448 0.117
H 3.5938 0.8033 -0.4633 0.096
H 5.1573 0.8112 -1.3147 0.110
H 4.7400 -1.2211 0.1406 0.109
H 5.1159 -1.6060 -1.5599 0.114
H 4.0271 -3.5120 -1.7358 0.128
H 3.0407 -5.4343 -2.3854 0.125
S -3.0158 0.9216 0.5089 0.784
P -0.9502 1.3154 1.0886 0.572
C 0.8255 1.0664 1.6739 -0.582
P 0.3473 -0.4277 2.4891 0.459
S -0.9766 -1.5608 1.2816 0.245
C 0.1362 -0.9366 4.2648 -0.320
C -0.5453 -2.1028 4.5819 -0.105
C -0.5258 -2.5795 5.8845 -0.080
C 0.1909 -1.9065 6.8654 -0.089
C 0.9023 -0.7611 6.5343 -0.078
C 0.8855 -0.2837 5.2323 -0.086
C 2.0171 -1.4196 2.3864 -0.376
C 2.0857 -2.8032 2.4794 -0.102
C 3.2698 -3.4218 2.8526 -0.075
C 4.3761 -2.6486 3.1849 -0.089
C 4.3024 -1.2645 3.1252 -0.088
C 3.1290 -0.6392 2.7215 -0.116
C -1.0704 3.1875 0.9935 -0.319
C 0.0537 3.8826 0.5581 -0.087
C 0.1295 5.2627 0.6653 -0.079
C -0.9122 5.9705 1.2511 -0.094
C -2.0260 5.2845 1.7155 -0.078
C -2.1001 3.9048 1.5893 -0.107
C -1.6272 1.3366 2.9765 -0.400
C -0.9761 2.2149 3.8547 -0.133
C -1.3846 2.3516 5.1677 -0.089
C -2.4163 1.5615 5.6726 -0.095
C -3.0278 0.6435 4.8387 -0.088
C -2.6358 0.5443 3.5049 -0.169
H -1.1025 -2.6241 3.8128 0.071
H -1.0667 -3.4845 6.1315 0.101
H 0.1990 -2.2755 7.8831 0.098
H 1.4804 -0.2424 7.2886 0.102
H 1.4626 0.5958 4.9693 0.114
H 1.1976 -3.3921 2.2742 0.095
H 3.3232 -4.5012 2.9220 0.102
H 5.2910 -3.1263 3.5123 0.100
H 5.1604 -0.6695 3.4165 0.103
H 3.0314 0.4398 2.6914 0.089
H 0.8970 3.3309 0.1569 0.102
H 1.0119 5.7835 0.3143 0.099
H -0.8507 7.0466 1.3548 0.096
H -2.8334 5.8197 2.1996 0.101
H -2.9660 3.3771 1.9718 0.103
H -0.1227 2.7766 3.4959 0.104
H -0.8831 3.0637 5.8132 0.100
H -2.7244 1.6567 6.7064 0.096
H -3.8017 -0.0130 5.2176 0.100
H -3.1317 -0.1846 2.8727 0.056
```

4.
A molecular structure, C49H49AsFN4O3PPt. Source: the Open Molecules 2025 dataset; level of theory: ωB97M-V/def2-TZVPD.

Output
- LUMO energy: -4.688 eV
- Energy: -139790.1626 eV
- Total charge: +2
- F_max: 1.41 eV/A
- Multiplicity: 1
- ΔE to the lowest compared entry with this formula, charge and spin: 113.3 kJ/mol

Geometry as XYZ:
```
109
Properties=species:S:1:pos:R:3:lowdin_charge:R:1
Pt -0.0580 -0.1376 -0.6833 1.057
F -3.6239 2.8973 4.3989 0.058
C -3.4257 3.4027 3.1550 -0.181
C -2.7284 2.6586 2.2537 0.089
C -2.5703 3.1158 0.9392 -0.044
C -1.7868 2.3375 -0.0195 -0.266
O -1.2111 1.2966 0.4140 -0.160
C -1.7842 2.8124 -1.3531 -0.014
C -2.3984 4.0103 -1.6195 0.062
N -3.0439 4.7733 -0.7279 0.024
C -3.5599 6.0736 -1.1204 -0.250
C -5.0457 6.2719 -1.2020 -0.091
C -4.2201 6.2112 -2.4528 -0.068
C -3.1537 4.3369 0.5842 -0.105
C -3.8139 5.1122 1.5462 0.074
C -3.9683 4.6636 2.8439 -0.137
N -4.6289 5.4782 3.7846 -0.084
C -5.9293 6.0338 3.4743 -0.129
C -7.0440 5.2062 4.1014 -0.071
N -6.8218 5.1514 5.5931 0.067
C -5.4597 4.5973 5.9443 -0.078
C -4.3953 5.4035 5.2123 -0.129
C -1.1523 2.1466 -2.5676 -0.596
O -1.3948 2.6274 -3.6582 0.072
O -0.3397 1.1721 -2.3495 -0.178
H -2.3160 1.7013 2.5403 0.138
H -2.3630 4.3715 -2.6384 0.149
H -2.9548 6.8949 -0.7572 0.160
H -5.4401 7.2301 -0.8922 0.109
H -5.6779 5.4206 -0.9868 0.115
H -4.0403 7.1196 -3.0082 0.118
H -4.3160 5.3240 -3.0629 0.116
H -4.1834 6.0909 1.2792 0.120
H -6.0910 6.0723 2.4003 0.129
H -5.9843 7.0620 3.8515 0.141
H -7.0225 4.1781 3.7420 0.145
H -8.0296 5.6338 3.9249 0.142
H -7.5492 4.5891 6.0358 0.187
H -6.9082 6.0959 5.9762 0.185
H -5.4546 3.5542 5.6390 0.129
H -5.3471 4.6601 7.0254 0.143
H -3.4199 4.9784 5.4260 0.141
H -4.3921 6.4272 5.6072 0.140
C 4.7459 1.2099 3.1562 -0.021
C 3.6056 0.8173 2.2674 -0.232
C 3.8047 0.4452 0.9457 0.003
C 2.7359 0.0602 0.1636 -0.117
N 1.4821 0.0383 0.6379 -0.138
C 1.2663 0.4116 1.9118 -0.098
C 2.2949 0.8006 2.7387 0.004
H 5.7031 1.1095 2.6497 0.080
H 4.7600 0.5879 4.0521 0.096
H 4.6370 2.2457 3.4813 0.095
H 4.7955 0.4473 0.5141 0.117
H 2.8707 -0.2400 -0.8669 0.104
H 0.2412 0.3865 2.2487 0.107
H 2.0724 1.0879 3.7580 0.126
C 1.6233 -3.0151 -0.4252 -0.369
C 2.2745 -4.2650 -1.0328 -0.390
As 4.0142 -3.8503 -1.9047 1.321
C 4.4992 -5.6833 -2.3391 -0.417
C 3.5680 -6.5343 -2.9296 -0.120
C 3.9309 -7.8186 -3.3125 -0.080
C 5.2317 -8.2592 -3.1192 -0.080
C 6.1692 -7.4108 -2.5475 -0.074
C 5.8072 -6.1271 -2.1643 -0.119
C 4.9905 -3.6445 -0.2243 -0.420
C 5.0939 -4.6559 0.7314 -0.108
C 5.7582 -4.4294 1.9261 -0.070
C 6.3294 -3.1869 2.1823 -0.079
C 6.2353 -2.1776 1.2389 -0.097
C 5.5674 -2.4090 0.0401 -0.148
P 0.5742 -2.0384 -1.5469 0.851
C 1.3620 -1.9464 -3.1582 -0.383
C 1.8993 -0.7362 -3.5847 -0.094
C 2.5734 -0.6682 -4.7976 -0.051
C 2.7038 -1.8010 -5.5837 -0.054
C 2.1302 -3.0034 -5.1823 -0.065
C 1.4538 -3.0752 -3.9795 -0.139
C -0.9866 -2.9037 -1.7714 -0.350
C -1.6604 -2.8035 -2.9908 -0.074
C -2.9052 -3.3932 -3.1442 -0.057
C -3.4896 -4.0689 -2.0827 -0.061
C -2.8366 -4.1521 -0.8600 -0.067
C -1.5937 -3.5624 -0.6988 -0.086
H 2.3774 -2.3370 -0.0220 0.045
H 0.9821 -3.2714 0.4219 0.078
H 1.6010 -4.7610 -1.7298 0.045
H 2.4913 -4.9745 -0.2342 0.071
H 2.5495 -6.2041 -3.0989 0.084
H 3.1974 -8.4739 -3.7643 0.106
H 5.5164 -9.2585 -3.4205 0.107
H 7.1867 -7.7485 -2.3997 0.108
H 6.5505 -5.4743 -1.7220 0.102
H 4.6676 -5.6331 0.5344 0.107
H 5.8404 -5.2235 2.6569 0.109
H 6.8585 -3.0157 3.1109 0.107
H 6.6974 -1.2157 1.4277 0.098
H 5.5132 -1.6266 -0.7097 0.086
H 1.7609 0.1601 -2.9936 0.077
H 2.9779 0.2770 -5.1338 0.114
H 3.2336 -1.7466 -6.5255 0.114
H 2.2085 -3.8805 -5.8110 0.114
H 0.9857 -4.0067 -3.6860 0.103
H -1.2103 -2.2710 -3.8188 0.114
H -3.4163 -3.3270 -4.0952 0.114
H -4.4626 -4.5261 -2.2055 0.112
H -3.2937 -4.6796 -0.0335 0.111
H -1.0984 -3.6267 0.2617 0.098
```

no.,orbital gap (Eh)
1,0.096
2,0.287
3,0.204
4,0.247